C19H15N11S4Sn | ωB97M-V with the def2-TZVPD basis set

```
50
Properties=species:S:1:pos:R:3:lowdin_charge:R:1
Sn -0.149 -0.818 0.079 0.810
C 0.908 0.794 -4.203 -0.064
C 0.642 -0.149 -3.062 -0.325
N -0.510 -0.343 -2.537 -0.074
N -1.570 0.349 -3.014 -0.027
C -2.652 0.158 -2.296 -0.932
N -3.717 0.956 -2.687 0.020
S -2.928 -0.892 -0.958 0.434
C 1.768 -0.865 -2.421 -0.255
C 3.082 -0.703 -2.861 -0.030
C 4.105 -1.369 -2.209 -0.067
C 3.805 -2.186 -1.130 -0.052
C 2.477 -2.288 -0.747 -0.183
N 1.489 -1.660 -1.376 -0.073
H -0.040 1.149 -4.592 0.050
H 1.489 1.654 -3.848 0.029
H 1.470 0.300 -5.001 0.068
H -3.652 1.325 -3.623 0.069
H -4.614 0.626 -2.383 0.040
H 3.305 -0.034 -3.681 0.101
H 5.128 -1.244 -2.538 0.100
H 4.578 -2.706 -0.579 0.101
H 2.184 -2.909 0.096 0.058
N -2.686 1.002 3.727 0.086
C -2.535 -0.233 4.324 -0.094
C -1.897 -1.002 3.402 -0.127
N -1.658 -0.272 2.265 0.021
C -2.130 0.935 2.483 -0.267
C -2.070 2.063 1.554 -0.284
N -1.416 2.061 0.428 0.107
C -1.594 3.296 -0.137 -0.123
C -2.382 4.064 0.667 -0.101
N -2.686 3.268 1.753 0.081
H -3.066 1.817 4.166 0.134
H -2.885 -0.437 5.323 0.098
H -1.584 -2.035 3.470 0.101
H -1.124 3.546 -1.078 0.095
H -2.742 5.076 0.585 0.095
H -3.252 3.542 2.531 0.130
S 1.650 -0.910 2.241 0.491
C 1.484 -2.558 2.753 -0.802
C 2.261 -2.916 3.925 -0.312
N 2.879 -3.161 4.867 0.118
C 0.705 -3.521 2.175 -0.777
S -0.361 -3.320 0.793 0.491
C 0.733 -4.854 2.722 -0.322
N 0.760 -5.926 3.148 0.115
S 2.165 2.615 -1.289 0.386
C 3.091 3.901 -0.784 -1.067
N 3.742 4.812 -0.441 -0.073
```

As for the lowest unoccupied orbital energy: 3.87 eV. The calculated total energy is -85512.78954 eV. As for the relative energy (zero: lowest compared OMol25 entry of this formula, charge and spin): 0.000 eV. The largest force on an atom is 1.0 eV Å⁻¹. The charge is -2. As for the gap between HOMO and LUMO: 5.37 eV.

C47H84O24P | ωB97M-V with the def2-TZVPD basis set

```
156
Properties=species:S:1:pos:R:3:lowdin_charge:R:1
C 2.859 -2.740 1.941 -0.147
C 4.090 -1.786 2.523 -0.236
C 4.693 -0.964 1.204 -0.202
C 4.317 0.632 1.214 -0.179
C 3.538 1.155 -0.152 -0.198
C 4.509 1.289 -1.466 -0.198
C 4.931 -0.139 -2.163 -0.220
C 3.672 -1.109 -2.566 -0.217
C 4.124 -2.691 -2.866 -0.194
C 2.910 -3.618 -2.257 -0.233
C 3.209 -5.230 -2.250 -0.209
C 2.179 -5.878 -1.103 -0.207
C 0.628 -5.882 -1.641 -0.202
C -0.504 -5.559 -0.500 -0.140
C -1.517 -4.293 -0.910 -0.414
C -0.494 -3.018 -0.769 -0.116
C -1.220 -1.547 -0.760 -0.175
C -0.721 -0.572 0.501 -0.170
C -2.006 -0.536 1.570 -0.192
C -3.042 0.701 1.259 -0.189
C -4.390 0.250 0.403 -0.180
C -5.315 1.604 0.146 -0.157
C -4.790 2.543 -1.095 -0.216
O -4.109 1.797 -2.179 -0.271
C -5.098 0.972 -2.942 -0.089
C -2.213 -4.641 -2.353 -0.232
O -3.660 -5.023 -2.243 -0.368
P -4.157 -3.851 -1.010 0.413
C -5.811 -3.336 -1.814 -0.354
O -2.702 -4.071 -0.021 -0.364
H 2.153 -3.137 2.816 0.086
H 2.232 -2.040 1.226 0.053
H 3.303 -3.643 1.307 0.073
H 4.930 -2.474 2.971 0.096
H 3.728 -1.068 3.375 0.101
H 4.284 -1.486 0.236 0.084
H 5.881 -1.027 1.243 0.113
H 3.587 0.826 2.120 0.097
H 5.276 1.277 1.403 0.090
H 3.173 2.262 0.104 0.111
H 2.552 0.535 -0.326 0.100
H 5.517 1.808 -1.096 0.102
H 3.999 2.044 -2.207 0.106
H 5.699 -0.709 -1.485 0.101
H 5.470 0.145 -3.190 0.114
H 2.977 -1.183 -1.598 0.082
H 2.986 -0.683 -3.428 0.122
H 5.181 -2.901 -2.408 0.108
H 4.165 -2.794 -4.054 0.118
H 2.611 -3.310 -1.145 0.096
H 1.962 -3.456 -2.957 0.114
H 4.327 -5.530 -2.079 0.106
H 2.805 -5.649 -3.292 0.118
H 2.620 -6.945 -0.870 0.094
H 2.343 -5.232 -0.118 0.092
H 0.527 -5.139 -2.539 0.095
H 0.420 -6.983 -2.047 0.114
H -1.191 -6.510 -0.400 0.118
H -0.044 -5.375 0.573 0.113
H 0.043 -3.134 0.281 0.115
H 0.236 -3.051 -1.683 0.090
H -2.388 -1.568 -0.693 0.063
H -0.954 -1.042 -1.808 0.109
H 0.251 -0.960 1.025 0.083
H -0.571 0.541 0.102 0.074
H -2.566 -1.584 1.490 0.118
H -1.569 -0.514 2.680 0.102
H -3.459 1.104 2.302 0.103
H -2.468 1.516 0.644 0.095
H -4.152 -0.288 -0.608 0.092
H -5.024 -0.483 1.074 0.122
H -5.350 2.271 1.119 0.107
H -6.394 1.206 -0.110 0.096
H -5.746 3.038 -1.591 0.109
H -4.133 3.445 -0.682 0.116
H -4.745 -0.152 -2.953 0.101
H -6.176 1.001 -2.474 0.087
H -5.164 1.368 -4.042 0.093
H -1.945 -3.765 -3.111 0.113
H -1.807 -5.578 -2.969 0.119
H -3.575 -2.900 -1.948 -0.001
H -4.378 -2.705 -0.148 -0.036
H -4.906 -4.806 -0.217 0.006
H -6.599 -4.200 -1.923 0.024
H -5.556 -2.775 -2.809 0.017
H -6.316 -2.534 -1.088 0.029
C -1.142 2.719 5.502 -0.126
C -1.605 2.850 4.087 -0.138
O -0.397 2.915 3.354 0.060
C 0.563 2.315 4.117 -0.524
O 1.685 2.042 3.724 0.112
O 0.103 2.058 5.377 0.054
H -1.833 2.132 6.113 0.142
H -0.981 3.690 5.981 0.106
H -2.177 1.978 3.751 0.109
H -2.204 3.751 3.927 0.114
C -9.013 4.121 -3.090 -0.147
C -8.857 2.806 -3.782 -0.138
O -8.405 1.948 -2.751 0.039
C -8.814 2.496 -1.570 -0.518
O -8.743 1.935 -0.489 0.135
O -9.312 3.754 -1.756 0.058
H -9.820 4.723 -3.516 0.134
H -8.089 4.709 -3.096 0.133
H -9.806 2.423 -4.170 0.136
H -8.130 2.848 -4.597 0.138
C -0.208 2.791 -1.715 -0.132
C -0.528 3.858 -0.720 -0.138
O 0.719 4.492 -0.509 0.059
C 1.478 4.254 -1.619 -0.530
O 2.547 4.792 -1.851 0.108
O 0.883 3.335 -2.435 0.060
H -1.047 2.580 -2.384 0.139
H 0.112 1.858 -1.240 0.109
H -1.238 4.595 -1.110 0.130
H -0.918 3.450 0.217 0.124
C -5.751 6.456 1.894 -0.139
C -4.281 6.585 1.657 -0.141
O -3.724 5.644 2.555 0.058
C -4.692 4.716 2.808 -0.508
O -4.503 3.670 3.407 0.126
O -5.898 5.110 2.304 0.066
H -6.337 6.652 0.991 0.137
H -6.105 7.111 2.697 0.135
H -3.996 6.312 0.636 0.132
H -3.912 7.592 1.872 0.137
C 7.149 3.990 0.617 -0.136
C 8.619 4.119 0.381 -0.142
O 9.176 3.178 1.279 0.060
C 8.208 2.249 1.532 -0.511
O 8.397 1.203 2.131 0.134
O 7.002 2.643 1.028 0.022
H 6.563 4.185 -0.285 0.139
H 6.795 4.644 1.421 0.137
H 8.904 3.846 -0.640 0.137
H 8.988 5.125 0.596 0.135
C 3.342 5.698 6.856 -0.141
C 2.991 4.769 5.739 -0.129
O 1.750 4.225 6.146 0.057
C 1.191 5.118 7.014 -0.498
O 0.046 5.051 7.429 0.126
O 2.079 6.096 7.356 0.064
H 3.914 6.565 6.512 0.136
H 3.898 5.199 7.656 0.136
H 2.853 5.292 4.788 0.142
H 3.736 3.979 5.606 0.145
C 4.248 -9.184 -2.877 -0.143
C 4.642 -9.995 -4.068 -0.145
O 4.925 -9.015 -5.049 0.061
C 5.237 -7.865 -4.384 -0.517
O 5.696 -6.866 -4.912 0.131
O 4.970 -7.979 -3.050 0.042
H 4.521 -9.668 -1.935 0.138
H 3.177 -8.956 -2.862 0.135
H 5.545 -10.588 -3.890 0.133
H 3.841 -10.659 -4.403 0.136
```

As for the lowest unoccupied orbital energy: 1.48 eV. The calculated total energy is -108518.01297 eV. The largest force on an atom is 3.9 eV Å⁻¹. The charge is -1. As for the gap between HOMO and LUMO: 5.68 eV.